No. 1
The following is a DFT calculation (ωB97M-V/def2-TZVPD) of a 2-piece molecular cluster, C11H17NO2Si overall.

Each line ends with the Löwdin charge.
Atoms and positions in Å:
C  1.821  -0.523  0.599  -0.01
C  1.566  0.676  -0.009  -0.24
C  4.175  -0.328  -0.272  -0.38
C  0.467  1.492  0.309  -0.18
C  -1.420  0.733  -1.038  -0.20
C  3.100  -1.190  0.228  -0.12
C  2.510  1.218  -1.001  -0.19
C  3.918  1.160  -0.622  -0.09
C  -2.753  0.913  1.551  -0.24
C  -1.872  -1.859  0.674  -0.20
C  -4.556  -0.699  -0.355  -0.18
N  -1.101  1.014  -2.211  0.04
O  5.233  -0.896  -0.435  0.08
O  0.140  2.392  1.017  0.10
Si  -2.659  -0.212  0.095  0.53
H  1.069  -1.170  1.068  0.10
H  3.322  -1.985  0.968  0.14
H  2.828  -1.805  -0.608  0.13
H  2.314  0.708  -1.920  0.13
H  2.176  2.275  -1.266  0.15
H  4.194  1.759  0.268  0.14
H  4.634  1.471  -1.458  0.15
H  -1.717  1.182  1.964  0.03
H  -3.251  1.889  1.537  0.03
H  -3.379  0.390  2.437  0.08
H  -1.146  -1.662  1.544  0.04
H  -2.691  -2.534  0.933  0.02
H  -1.034  -2.367  0.142  0.03
H  -4.879  -1.149  0.624  0.03
H  -5.260  0.068  -0.549  -0.01
H  -4.637  -1.518  -1.102  0.02
H  -1.111  0.556  -3.114  0.05

Summary:
- ΔE to the lowest compared entry with this formula, charge and spin (kJ/mol) = 324.7
- E (a.u.) = -923.88485
- net charge = 0
- strongest force on any atom (eV/A) = 3.98
- gap between HOMO and LUMO (alpha / beta) (eV) = 6.884 / 6.893
- LUMO (alpha / beta) (eV) = 0.22 / 0.18

No. 2
The following is a DFT calculation (ωB97M-V/def2-TZVPD) of a 2-piece molecular cluster, C2H4INO2 overall.

Each line ends with the Löwdin charge.
Atoms and positions in Å:
C  -0.036  0.363  0.564  -0.20
C  1.041  0.137  -0.439  -0.65
N  1.352  -2.174  -0.183  -0.35
O  0.465  -2.932  -0.350  0.06
O  2.503  -2.371  0.048  -0.09
I  2.994  0.487  -0.004  1.00
H  -0.384  -0.534  1.031  0.06
H  -0.857  0.885  0.183  0.05
H  0.387  1.013  1.410  0.09
H  0.785  0.441  -1.450  0.03

Summary:
- ΔE to the lowest compared entry with this formula, charge and spin (kJ/mol) = 477.5
- E (a.u.) = -581.35001
- net charge = 0
- strongest force on any atom (eV/A) = 3.17
- gap between HOMO and LUMO (alpha / beta) (eV) = 8.412 / 7.595
- LUMO (alpha / beta) (eV) = -0.83 / -1.08

No. 3
The following is a DFT calculation (ωB97M-V/def2-TZVPD) of C16H30BCl4CsF4O6S2 as an isolated structure.

Each line ends with the Löwdin charge.
Atoms and positions in Å:
Cs  0.984  -1.141  4.531  1.06
B  0.297  -0.736  1.144  -1.32
F  1.136  0.219  1.778  0.02
F  0.592  -1.983  1.791  -0.06
F  -1.036  -0.410  1.474  0.09
F  0.473  -0.883  -0.208  0.17
C  1.144  5.806  3.390  -0.20
C  0.369  4.976  2.341  -0.21
C  0.902  3.559  2.357  -0.22
S  2.682  3.805  2.478  0.66
O  3.199  4.153  1.184  -0.30
O  3.304  2.730  3.211  -0.33
C  2.581  5.284  3.496  -0.22
H  0.683  5.802  4.377  0.11
H  1.085  6.848  3.070  0.11
H  0.469  5.420  1.352  0.12
H  -0.699  5.012  2.566  0.12
H  0.780  3.023  1.415  0.10
H  0.601  2.917  3.180  0.10
H  3.384  5.972  3.242  0.11
H  2.802  4.941  4.507  0.10
C  -3.180  -2.128  -3.269  -0.21
C  -1.918  -1.553  -2.536  -0.21
C  -0.882  -1.404  -3.637  -0.22
S  -1.715  -1.081  -5.200  0.65
O  -1.389  -2.150  -6.096  -0.32
O  -1.563  0.276  -5.644  -0.33
C  -3.364  -1.287  -4.517  -0.23
H  -4.043  -2.026  -2.619  0.08
H  -2.905  -3.160  -3.500  0.12
H  -1.514  -2.263  -1.820  0.07
H  -2.265  -0.636  -2.058  0.12
H  -0.552  -2.431  -3.847  0.10
H  0.052  -0.863  -3.524  0.09
H  -3.981  -1.723  -5.300  0.11
H  -3.696  -0.280  -4.269  0.11
O  5.960  1.644  -2.316  0.13
C  4.811  1.430  -2.103  -0.49
O  4.104  0.527  -2.822  0.03
C  2.754  0.419  -2.349  -0.15
C  2.511  1.585  -1.357  -0.12
C  3.937  2.048  -1.043  -0.08
H  2.602  -0.565  -1.903  0.12
H  2.090  0.452  -3.214  0.11
H  1.988  1.146  -0.511  0.08
H  1.861  2.304  -1.850  0.12
H  4.242  1.735  -0.044  0.13
H  4.028  3.131  -1.031  0.11
Cl  -5.182  -1.746  0.207  0.58
C  -3.686  -2.219  1.033  -0.67
C  -3.654  -1.708  2.438  -0.65
Cl  -4.788  -2.612  3.500  0.53
H  -2.793  -1.814  0.551  0.06
H  -3.637  -3.303  0.990  0.05
H  -3.951  -0.670  2.540  0.07
H  -2.685  -1.835  2.913  0.05
Cl  -0.508  -5.787  3.524  0.53
C  -0.104  -5.896  1.773  -0.63
C  -0.771  -4.756  1.034  -0.69
Cl  -0.432  -4.846  -0.688  0.62
H  -0.333  -6.918  1.489  0.07
H  0.979  -5.795  1.701  0.07
H  -0.331  -3.847  1.433  0.04
H  -1.834  -4.708  1.264  0.06

Summary:
- ΔE to the lowest compared entry with this formula, charge and spin (kJ/mol) = 0.0
- E (a.u.) = -4160.95787
- net charge = 0
- strongest force on any atom (eV/A) = 1.47
- gap between HOMO and LUMO (eV) = 8.397
- LUMO (eV) = -1.21

No. 4
The following is a DFT calculation (ωB97M-V/def2-TZVPD) of C20H23BClInNO4S as an isolated structure.

Each line ends with the Löwdin charge.
Atoms and positions in Å:
C  5.361  -1.799  3.420  -0.04
C  4.878  -1.321  1.994  -0.24
O  4.759  -2.417  1.024  0.04
B  3.453  -2.889  1.158  -0.54
O  3.125  -3.698  2.289  0.14
C  2.245  -2.628  0.107  0.07
C  1.265  -3.763  -0.084  0.14
C  0.112  -3.733  -1.044  0.04
C  -0.069  -2.513  -1.828  -0.01
C  0.874  -1.363  -1.636  -0.31
C  2.060  -1.371  -0.659  -0.11
N  2.959  -0.229  -0.521  0.08
C  2.220  1.018  -0.371  -0.20
C  2.540  1.994  0.691  -0.46
Cl  3.847  1.764  1.869  0.80
C  1.750  3.281  0.847  0.07
C  0.644  3.633  -0.093  0.04
C  0.287  2.698  -1.160  -0.14
C  -0.885  2.929  -2.195  -0.12
C  -2.113  2.005  -1.713  -0.17
C  -3.069  2.775  -0.702  -0.06
C  -4.344  1.921  -0.310  -0.40
O  -5.471  2.455  -0.341  -0.27
O  -4.253  0.631  0.095  0.02
C  -5.497  -0.105  -0.174  -0.17
C  -5.311  -1.665  -0.038  -0.06
C  1.069  1.409  -1.281  -0.28
S  0.654  0.178  -2.541  1.27
H  4.642  -1.356  4.177  0.09
H  6.384  -1.448  3.711  0.09
H  5.289  -2.913  3.523  0.09
H  3.829  -0.895  2.112  0.06
H  5.526  -0.541  1.515  0.12
H  2.389  -3.208  2.720  0.13
H  1.431  -4.699  0.523  0.15
H  -0.597  -4.587  -1.156  0.14
H  -0.903  -2.409  -2.576  0.13
H  3.510  -0.106  -1.390  0.18
H  1.955  4.019  1.660  0.14
H  0.053  4.574  -0.004  0.14
H  -1.219  3.996  -2.241  0.13
H  -0.612  2.546  -3.224  0.12
H  -2.722  1.604  -2.569  0.14
H  -1.690  1.126  -1.142  0.10
H  -3.370  3.786  -1.109  0.12
H  -2.508  2.914  0.275  0.15
H  -6.353  0.205  0.478  0.14
H  -5.786  0.097  -1.250  0.14
H  -5.688  -2.212  -0.948  0.09
H  -5.879  -2.048  0.860  0.09
H  -4.243  -1.992  0.106  0.08
In  -6.528  4.352  -0.854  1.09

Summary:
- E (a.u.) = -2203.82288
- net charge = +3
- strongest force on any atom (eV/A) = 3.40
- gap between HOMO and LUMO (eV) = 3.433
- LUMO (eV) = -13.73

No. 5
The following is a DFT calculation (ωB97M-V/def2-TZVPD) of C5H13O2 as an isolated structure.

Each line ends with the Löwdin charge.
Atoms and positions in Å:
C  0.843  -1.162  0.739  -0.41
O  1.398  -2.187  0.001  -0.25
C  0.590  0.080  -0.178  -0.15
C  -0.910  0.059  -0.945  -0.20
C  -1.708  1.448  -0.650  -0.27
C  -1.943  1.368  0.935  -0.14
H  -0.136  -1.344  1.204  0.07
H  1.478  -0.930  1.578  0.08
H  1.313  0.123  -0.983  0.08
H  0.654  0.993  0.520  0.10
H  -1.659  -0.704  -0.518  0.10
H  -0.855  -0.123  -2.029  0.07
H  -2.701  1.404  -1.272  0.10
H  -1.069  2.249  -1.127  0.09
H  -3.044  1.482  1.051  0.06
H  -1.417  2.199  1.409  0.04
H  -1.444  0.537  1.508  0.07
H  4.296  -1.917  -0.925  -0.07
H  2.589  -2.009  -0.105  -0.03
O  3.727  -1.566  -0.213  -0.35

Summary:
- ΔE to the lowest compared entry with this formula, charge and spin (kJ/mol) = 164.8
- E (a.u.) = -348.73709
- net charge = -1
- strongest force on any atom (eV/A) = 2.81
- gap between HOMO and LUMO (eV) = 7.363
- LUMO (eV) = 3.72

No. 6
The following is a DFT calculation (ωB97M-V/def2-TZVPD) of C25H24BMnN9O3 as an isolated structure.

Each line ends with the Löwdin charge.
Atoms and positions in Å:
Mn  -0.069  -0.787  0.409  0.78
C  3.226  0.044  2.865  -0.02
C  2.339  -0.845  2.253  -0.09
N  1.407  -0.159  1.597  -0.04
N  1.660  1.150  1.762  0.05
C  2.751  1.298  2.533  -0.03
B  0.512  2.159  1.459  -0.62
N  0.126  2.096  -0.053  0.05
C  -0.371  3.141  -0.733  -0.03
C  -1.176  2.670  -1.748  -0.01
C  -1.128  1.285  -1.613  -0.10
N  -0.315  0.944  -0.610  -0.03
N  -0.737  1.638  2.241  0.05
C  -1.401  2.030  3.350  -0.05
C  -2.370  1.099  3.644  -0.03
C  -2.213  0.120  2.661  -0.10
N  -1.232  0.443  1.830  0.01
N  0.958  3.566  1.765  -0.03
C  0.413  4.616  2.438  -0.08
C  1.244  5.692  2.286  -0.05
C  2.296  5.206  1.481  -0.14
N  2.124  3.936  1.157  0.07
H  4.081  -0.195  3.476  0.11
H  2.308  -1.923  2.271  0.12
H  3.109  2.283  2.792  0.13
H  -0.123  4.149  -0.440  0.13
H  -1.721  3.244  -2.480  0.11
H  -1.643  0.541  -2.192  0.10
H  -1.136  2.927  3.878  0.11
H  -3.072  1.113  4.462  0.11
H  -2.746  -0.812  2.540  0.12
H  -0.528  4.550  2.949  0.10
H  1.112  6.684  2.687  0.10
H  3.167  5.736  1.120  0.11
O  -1.925  -3.606  2.299  0.14
C  -1.428  -2.932  1.445  -0.54
O  -0.342  -2.184  1.580  -0.12
C  -1.942  -2.919  0.026  -0.15
C  -2.915  -3.835  -0.388  0.04
C  -3.205  -3.900  -1.716  0.04
C  -2.479  -3.104  -2.632  -0.13
C  -2.665  -3.222  -4.032  -0.01
C  -1.891  -2.511  -4.898  -0.05
C  -0.884  -1.655  -4.397  -0.04
C  -0.700  -1.500  -3.053  -0.05
C  -1.513  -2.204  -2.133  -0.18
N  -1.325  -2.074  -0.773  0.12
H  -3.385  -4.457  0.361  0.13
H  -3.954  -4.588  -2.091  0.13
H  -3.427  -3.902  -4.397  0.13
H  -2.029  -2.613  -5.967  0.12
H  -0.250  -1.111  -5.089  0.12
H  0.068  -0.838  -2.689  0.09
C  3.363  -0.630  -1.940  0.03
O  2.091  -0.414  -1.253  -0.06
C  1.412  -1.338  -0.693  -0.27
C  1.836  -2.751  -0.805  0.00
H  3.203  -1.232  -2.830  0.11
H  4.063  -1.104  -1.261  0.10
H  3.705  0.362  -2.203  0.11
H  2.857  -2.911  -1.138  0.09
H  1.148  -3.219  -1.520  0.11
H  1.660  -3.248  0.151  0.10

Summary:
- ΔE to the lowest compared entry with this formula, charge and spin (kJ/mol) = 11.6
- E (a.u.) = -2861.35248
- 2S+1 = 3
- net charge = +1
- strongest force on any atom (eV/A) = 0.89
- gap between HOMO and LUMO (alpha / beta) (eV) = 8.144 / 7.918
- LUMO (alpha / beta) (eV) = -3.50 / -3.72

Q: What is the formula in the sixth record?
A: C25H24BMnN9O3

Copy entry 2 word for word.
The following is a DFT calculation (ωB97M-V/def2-TZVPD) of a 2-piece molecular cluster, C2H4INO2 overall.

Each line ends with the Löwdin charge.
Atoms and positions in Å:
C  -0.036  0.363  0.564  -0.20
C  1.041  0.137  -0.439  -0.65
N  1.352  -2.174  -0.183  -0.35
O  0.465  -2.932  -0.350  0.06
O  2.503  -2.371  0.048  -0.09
I  2.994  0.487  -0.004  1.00
H  -0.384  -0.534  1.031  0.06
H  -0.857  0.885  0.183  0.05
H  0.387  1.013  1.410  0.09
H  0.785  0.441  -1.450  0.03

Summary:
- ΔE to the lowest compared entry with this formula, charge and spin (kJ/mol) = 477.5
- E (a.u.) = -581.35001
- net charge = 0
- strongest force on any atom (eV/A) = 3.17
- gap between HOMO and LUMO (alpha / beta) (eV) = 8.412 / 7.595
- LUMO (alpha / beta) (eV) = -0.83 / -1.08